(1)
Density functional theory data (ωB97M-V/def2-TZVPD) for a 2-piece molecular cluster, C6H11N5O overall.

Each line ends with the natural charge from an NBO analysis.
Atoms and positions in Å:
1 O 0.595 -0.572 1.618  -0.58
2 N 1.909 -0.517 1.145  -0.33
3 N -0.801 1.067 -1.091  -0.22
4 N 1.173 -1.662 -0.838  -0.57
5 N 4.320 -0.315 -1.203  -0.25
6 N -0.386 1.477 0.148  -0.48
7 C 3.298 -0.629 -0.768  0.22
8 C 0.920 2.119 0.104  -0.41
9 C -2.533 -0.367 -0.071  -0.27
10 C -3.368 -1.389 -0.249  -0.35
11 C 2.008 -0.975 -0.181  0.28
12 C -1.768 0.228 -1.168  -0.02
13 H 2.261 0.429 1.264  0.38
14 H 0.332 -1.777 -0.269  0.36
15 H -3.469 -1.839 -1.217  0.19
16 H -2.057 -0.054 -2.185  0.19
17 H -0.412 0.754 0.850  0.37
18 H 0.640 -1.184 2.340  0.49
19 H 1.709 1.462 -0.238  0.16
20 H -3.962 -1.807 0.570  0.20
21 H 1.161 2.501 1.111  0.19
22 H 0.868 2.968 -0.595  0.22
23 H -2.438 0.085 0.920  0.21

Values from the calculation:
Calculated total energy   -584.08864 hartree
Structure (SMILES)   [H]/N=C(/C#N)NO.C=C/C=N\NC
E_LUMO   0.138 eV
Energy relative to the best compared isomer or geometry (same formula, charge and spin)   286.6 kJ/mol
HOMO   -0.3083 Eh



(2)
Density functional theory data (ωB97M-V/def2-TZVPD) for a single C5H12N2 molecule.

Each line ends with the natural charge from an NBO analysis.
Atoms and positions in Å:
1 N 0.614 -1.196 1.766  -0.82
2 N -1.175 -2.058 -0.600  -0.85
3 C 1.003 0.851 0.423  -0.45
4 C 0.018 -1.233 -0.603  -0.23
5 C -0.634 1.964 -1.159  -0.42
6 C 0.512 1.923 -0.495  -0.16
7 C 0.112 -0.349 0.639  -0.05
8 H 0.907 -1.859 -0.587  0.20
9 H -1.453 -2.373 -1.516  0.36
10 H -1.970 -1.672 -0.117  0.36
11 H 0.042 -0.545 -1.461  0.17
12 H -0.885 0.018 0.922  0.16
13 H 1.098 -0.584 2.429  0.34
14 H -0.193 -1.467 2.320  0.35
15 H -1.341 1.163 -1.006  0.18
16 H 1.099 2.844 -0.472  0.20
17 H 1.914 0.445 -0.044  0.22
18 H 1.305 1.351 1.345  0.22
19 H -0.973 2.778 -1.783  0.21

Values from the calculation:
Calculated total energy   -307.17854 hartree
Structure (SMILES)   C=CC[C@H](N)CN
E_LUMO   1.079 eV
Energy relative to the best compared isomer or geometry (same formula, charge and spin)   133.4 kJ/mol
HOMO   -0.3276 Eh



(3)
Density functional theory data (ωB97M-V/def2-TZVPD) for C24H19N4O2OsS as an isolated structure.

Each line ends with the natural charge from an NBO analysis.
Atoms and positions in Å:
1 Os -0.161 0.082 -0.099  1.09
2 S -4.236 2.018 -1.499  0.55
3 O -0.344 0.607 1.963  -0.53
4 O 0.334 -0.530 -1.865  -0.63
5 N -1.785 1.332 -0.814  -0.61
6 N 1.541 -2.264 0.102  -0.19
7 N -3.406 -0.352 -0.598  -0.67
8 N 0.929 -1.317 0.723  -0.22
9 C -3.091 4.499 -2.083  -0.22
10 C 2.656 -3.753 -3.043  -0.17
11 C 1.108 -1.510 -2.211  0.42
12 C -1.719 2.636 -1.233  0.35
13 C -0.681 4.716 -1.731  -0.09
14 C 2.173 -2.791 -3.960  0.06
15 C 2.429 -3.571 -1.656  0.01
16 C 0.697 -1.419 4.880  -0.10
17 C -3.037 0.871 -0.917  0.34
18 C 0.898 -1.399 2.119  0.09
19 C -0.564 3.418 -1.290  -0.27
20 C 3.793 -5.850 -2.592  -0.16
21 C 3.350 -4.889 -3.491  -0.04
22 C 1.677 -2.423 -1.203  0.13
23 C 0.140 -0.358 4.171  -0.26
24 C 1.354 -2.456 4.226  -0.19
25 C 1.418 -1.713 -3.557  -0.30
26 C 1.469 -2.444 2.853  -0.15
27 C 3.592 -5.657 -1.231  -0.14
28 C -0.928 1.776 2.583  -0.25
29 C 0.226 -0.360 2.796  0.27
30 C 2.937 -4.521 -0.765  -0.10
31 C -1.936 5.258 -2.123  -0.02
32 C -2.980 3.191 -1.640  -0.16
33 H -2.728 -1.062 -0.354  0.44
34 H -0.353 0.439 4.710  0.25
35 H -0.210 2.241 3.256  0.23
36 H -1.831 1.502 3.129  0.22
37 H 2.813 -4.372 0.297  0.23
38 H 0.398 3.011 -1.007  0.25
39 H -1.989 6.284 -2.463  0.27
40 H 3.951 -6.395 -0.526  0.26
41 H -1.173 2.467 1.782  0.20
42 H 3.529 -5.011 -4.552  0.25
43 H 2.402 -2.920 -5.011  0.25
44 H 0.608 -1.432 5.957  0.26
45 H -4.364 -0.655 -0.729  0.45
46 H -4.042 4.914 -2.387  0.28
47 H 2.001 -3.223 2.331  0.25
48 H 0.200 5.341 -1.783  0.27
49 H 4.291 -6.741 -2.946  0.26
50 H 1.766 -3.276 4.796  0.26
51 H 1.034 -1.000 -4.275  0.26

Values from the calculation:
Spin multiplicity   5
Calculated total energy   -1783.25567 hartree
E_LUMO (alpha / beta)   -9.547 / -12.431 eV
Net charge   +3
HOMO (alpha / beta)   -0.6044 / -0.6215 Eh



(4)
Density functional theory data (ωB97M-V/def2-TZVPD) for C10H27N3SSi2Y as an isolated structure.

Each line ends with the natural charge from an NBO analysis.
Atoms and positions in Å:
1 Y 0.952 0.579 -0.108  1.57
2 S 3.056 0.064 -1.480  -0.19
3 Si -1.803 1.771 1.079  0.83
4 Si 1.482 -1.101 2.348  0.70
5 N 1.574 -1.182 -3.315  -0.52
6 N -0.380 1.952 -1.694  -0.50
7 N 0.955 -1.780 -1.144  -0.86
8 C 3.026 -2.180 1.976  -1.11
9 C -2.069 3.535 0.347  -1.08
10 C 1.832 -0.264 4.078  -1.05
11 C 1.746 -1.012 -1.997  0.25
12 C -0.541 2.177 -2.826  0.45
13 C -0.729 2.128 -4.285  -0.73
14 C -2.175 1.928 2.929  -1.10
15 C -3.071 0.626 0.211  -1.10
16 C -0.014 -2.290 2.664  -1.06
17 C 0.953 -2.279 -4.043  -0.44
18 H 1.139 0.567 4.215  0.23
19 H 0.228 2.298 -4.804  0.27
20 H -2.927 -0.415 0.509  0.22
21 H -4.066 0.893 0.500  0.23
22 H 3.372 -2.076 0.928  0.20
23 H 1.005 -3.234 -3.541  0.23
24 H -1.407 2.929 -4.572  0.29
25 H -1.857 3.491 -0.719  0.20
26 H -1.373 4.230 0.817  0.23
27 H 3.851 -1.873 2.645  0.25
28 H 2.751 -3.206 2.181  0.23
29 H -1.254 2.207 3.437  0.24
30 H 1.452 -2.342 -5.029  0.25
31 H 2.021 -0.472 -3.877  0.43
32 H -3.095 3.883 0.517  0.23
33 H 1.362 -2.219 -0.322  0.47
34 H -0.100 -2.039 -4.219  0.22
35 H -0.162 -2.936 1.781  0.20
36 H 1.627 -0.957 4.887  0.23
37 H -2.494 0.951 3.310  0.23
38 H -0.926 -1.744 2.791  0.24
39 H -1.158 1.157 -4.577  0.27
40 H -2.972 0.665 -0.866  0.21
41 H 0.175 -2.292 -1.568  0.43
42 H 2.856 0.123 4.148  0.23
43 H 0.126 -2.912 3.539  0.24
44 H -2.968 2.653 3.148  0.23

Values from the calculation:
Calculated total energy   -1576.71666 hartree
E_LUMO   -4.700 eV
Net charge   +1
Energy relative to the best compared isomer or geometry (same formula, charge and spin)   0.0 kJ/mol
HOMO   -0.3292 Eh



(5)
Density functional theory data (ωB97M-V/def2-TZVPD) for a single C4H8N2O2 molecule.

Each line ends with the natural charge from an NBO analysis.
Atoms and positions in Å:
1 O 0.886 -1.863 -0.839  -0.51
2 O -0.112 -1.912 2.525  -0.50
3 N -1.360 0.804 -0.363  -0.83
4 N 0.951 1.285 -0.865  -0.82
5 C -0.002 0.322 -0.296  0.15
6 C 0.386 0.018 1.157  -0.53
7 C -0.422 -1.146 1.666  0.46
8 C 0.111 -0.974 -1.102  0.42
9 H 1.909 0.983 -0.722  0.37
10 H -1.446 1.681 0.137  0.38
11 H 0.176 0.889 1.778  0.24
12 H 1.445 -0.236 1.235  0.25
13 H -1.647 0.954 -1.327  0.36
14 H -0.339 -0.893 -2.117  0.11
15 H 0.799 1.399 -1.863  0.36
16 H -1.335 -1.311 0.995  0.10

Values from the calculation:
Calculated total energy   -417.18029 hartree
Structure (SMILES)   NC(N)(C=O)CC=O
E_LUMO   0.635 eV
Energy relative to the best compared isomer or geometry (same formula, charge and spin)   198.6 kJ/mol
HOMO   -0.3530 Eh



(6)
Density functional theory data (ωB97M-V/def2-TZVPD) for a single C3H8O molecule.

Each line ends with the natural charge from an NBO analysis.
Atoms and positions in Å:
1 O -1.354 0.772 -1.632  -0.71
2 C 0.574 0.195 -0.216  -0.43
3 C -0.808 -0.196 -0.757  -0.06
4 C 0.818 -0.313 1.201  -0.61
5 H 0.797 -1.407 1.253  0.20
6 H -0.747 -1.117 -1.344  0.18
7 H -1.495 -0.389 0.084  0.15
8 H 1.786 0.020 1.585  0.21
9 H 0.640 1.290 -0.221  0.20
10 H 0.041 0.065 1.876  0.20
11 H -1.515 1.563 -1.105  0.46
12 H 1.357 -0.160 -0.898  0.20

Values from the calculation:
Calculated total energy   -194.32645 hartree
Structure (SMILES)   CCCO
E_LUMO   1.078 eV
Energy relative to the best compared isomer or geometry (same formula, charge and spin)   24.9 kJ/mol
HOMO   -0.3771 Eh



The records above yield strongest force on any atom values of 1.07; 1.22; 1.61; 4.43; 1.96; 0.38 eV Å⁻¹, respectively.